No. 1
This record from the Open Molecules 2025 dataset describes a 2-piece molecular cluster, C2H6Cl2NOP overall at a distorted geometry. The level of theory is ωB97M-V/def2-TZVPD.

Output
Electronic energy (Ha): -1471.40922
2S+1: 1
Frontier orbital gap (alpha / beta) (eV): 7.60 / 8.56
Relative energy (zero: lowest compared OMol25 entry of this formula, charge and spin) (kcal per mole): 134.1

Geometry (Å):
C: 0.978 -1.136 -1.330
C: 0.808 1.091 1.417
N: 0.377 -0.703 -0.053
O: 0.825 0.571 0.059
P: -2.636 -0.402 -0.771
Cl: -2.936 1.596 -0.295
Cl: -3.130 -1.169 0.958
H: 0.239 -1.420 -2.203
H: 1.523 -0.323 -1.827
H: 1.751 -1.862 -0.936
H: 0.599 2.122 1.179
H: 1.757 0.975 1.816
H: -0.155 0.661 1.988

***

No. 2
This record from the Open Molecules 2025 dataset describes a 2-piece molecular cluster, C2H6Cl2OSi overall at a distorted geometry. The level of theory is ωB97M-V/def2-TZVPD.

Output
Electronic energy (Ha): -1364.80514
2S+1: 1
Frontier orbital gap (eV): 8.57
Relative energy (zero: lowest compared OMol25 entry of this formula, charge and spin) (kcal per mole): 167.6

Geometry (Å):
C: 0.082 -1.870 -0.299
C: -0.184 3.239 -0.713
O: 0.436 0.442 1.263
Si: -0.901 -0.452 0.551
Cl: 1.047 3.157 0.405
Cl: 0.199 2.386 -2.128
H: 0.282 -2.756 0.163
H: -0.420 -2.038 -1.304
H: 1.154 -1.442 -0.488
H: 1.050 -0.209 1.583
H: -1.795 -0.829 1.572
H: -0.951 0.370 -0.605

***

No. 3
This record from the Open Molecules 2025 dataset describes C2H6Cl3O2Zn as an isolated structure at a distorted geometry. The level of theory is ωB97M-V/def2-TZVPD.

Output
Electronic energy (Ha): -3390.16901
2S+1: 2
Frontier orbital gap (alpha / beta) (eV): 10.32 / 4.45
<S²>: 0.756

Geometry (Å):
Zn: 0.038 -0.003 2.103
Cl: 0.646 -2.262 1.846
Cl: -2.210 0.575 2.476
Cl: 1.467 0.877 3.879
C: 0.772 0.288 -0.516
C: -0.402 -0.616 -1.185
O: -1.207 0.072 -2.138
O: 0.229 1.175 0.460
H: 1.284 0.880 -1.276
H: 1.486 -0.476 -0.208
H: -1.107 -1.038 -0.469
H: 0.156 -1.260 -1.865
H: -0.874 -0.003 -3.035
H: -0.279 1.792 -0.072

***

No. 4
This record from the Open Molecules 2025 dataset describes a 2-piece molecular cluster, C2H6Cl4Si2 overall at a distorted geometry. The level of theory is ωB97M-V/def2-TZVPD.

Output
Electronic energy (Ha): -2499.48878
2S+1: 1
Frontier orbital gap (alpha / beta) (eV): 7.87 / 6.03
Relative energy (zero: lowest compared OMol25 entry of this formula, charge and spin) (kcal per mole): 188.9

Geometry (Å):
C: 0.992 0.317 -1.127
C: 1.258 -0.672 0.031
Si: 2.006 0.295 1.530
Si: -2.969 0.436 0.304
Cl: -0.191 -1.711 0.561
Cl: 2.490 -1.887 -0.472
Cl: -4.076 -1.148 1.254
Cl: -2.482 -0.565 -1.307
H: -0.029 0.700 -0.932
H: 1.709 1.037 -1.137
H: 0.882 -0.284 -2.032
H: 0.894 1.392 1.799
H: 3.409 0.576 1.618
H: -3.894 1.512 -0.090

***

No. 5
This record from the Open Molecules 2025 dataset describes a 2-piece molecular cluster, C2H6ClISi overall at a distorted geometry. The level of theory is ωB97M-V/def2-TZVPD.

Output
Electronic energy (Ha): -1127.11516
2S+1: 3
Frontier orbital gap (alpha / beta) (eV): 6.90 / 6.76
Relative energy (zero: lowest compared OMol25 entry of this formula, charge and spin) (kcal per mole): 1.7
<S²>: 2.005

Geometry (Å):
C: -0.210 1.522 -0.040
C: 1.018 -1.615 -0.148
Si: -0.052 -0.150 -0.922
Cl: -1.431 -0.855 -2.259
I: -1.726 1.257 3.230
H: 0.720 1.852 0.061
H: -0.829 2.339 -0.627
H: -0.941 1.384 0.833
H: 0.328 -2.445 0.112
H: 1.635 -2.073 -0.914
H: 1.488 -1.216 0.673

***

No. 6
This record from the Open Molecules 2025 dataset describes an isolated ion of composition C2H6ClNO2P and charge -1 at a distorted geometry. The level of theory is ωB97M-V/def2-TZVPD.

Output
Electronic energy (Ha): -1086.67105
Structure (SMILES): CN(CO)P([O-])Cl
2S+1: 1
Frontier orbital gap (eV): 7.68
Total charge: -1
Relative energy (zero: lowest compared OMol25 entry of this formula, charge and spin) (kcal per mole): 41.9

Geometry (Å):
C: 0.533 -1.036 0.436
N: -0.097 0.291 0.405
C: 0.777 1.251 -0.180
O: 0.973 0.932 -1.527
P: -1.839 0.175 -0.104
O: -1.893 -1.203 -0.625
Cl: -2.530 -0.181 1.827
H: 0.854 -1.327 -0.637
H: 1.331 -1.175 1.186
H: -0.362 -1.729 0.705
H: 1.634 1.349 0.407
H: 0.343 2.339 -0.187
H: 0.276 0.314 -1.705

***

No. 7
This record from the Open Molecules 2025 dataset describes a 2-piece molecular cluster, C2H6ClO2P overall at a distorted geometry. The level of theory is ωB97M-V/def2-TZVPD.

Output
Electronic energy (Ha): -1031.71446
2S+1: 1
Frontier orbital gap (alpha / beta) (eV): 8.68 / 8.10
Relative energy (zero: lowest compared OMol25 entry of this formula, charge and spin) (kcal per mole): 113.3

Geometry (Å):
C: -1.742 -0.311 0.132
C: -0.775 0.828 0.639
O: 1.800 -1.908 -0.214
O: -0.077 1.400 -0.344
P: 2.088 -0.564 -0.756
Cl: 3.494 0.462 0.202
H: -2.222 -0.712 0.961
H: -2.396 0.190 -0.614
H: -1.216 -1.191 -0.396
H: -0.277 0.810 1.625
H: -1.550 1.814 0.750
H: 2.871 -0.816 -1.985

***

No. 8
This record from the Open Molecules 2025 dataset describes C2H6ClO2V as an isolated structure at a distorted geometry. The level of theory is ωB97M-V/def2-TZVPD.

Output
Electronic energy (Ha): -1634.05588
2S+1: 2
Frontier orbital gap (alpha / beta) (eV): 2.85 / 4.34
Total charge: +1
<S²>: 0.969

Geometry (Å):
O: 0.740 -5.480 -0.591
V: 1.923 -4.776 0.151
Cl: 1.686 -2.552 -1.183
C: -0.942 2.125 0.732
C: -0.240 1.250 -0.284
O: -0.566 -0.120 -0.148
H: -1.925 2.547 0.521
H: -0.290 2.989 0.858
H: -0.996 1.659 1.716
H: 0.809 1.381 -0.019
H: -0.266 1.733 -1.261
H: 0.067 -0.755 -0.492